(1)
ORCA calculation (ωB97M-V/def2-TZVPD) on the molecule CH6N4O2 in a non-equilibrium geometry.

The geometry in XYZ format:
```
13
Properties=species:S:1:pos:R:3:forces:R:3:nbo_charge:R:1
C -0.873375 0.290478 -0.735860 0.997 -1.744 1.505 0.07
N -0.363060 1.346529 1.122365 -0.946 0.258 -0.205 -0.02
N 0.263080 -0.201783 -1.294294 0.753 1.241 -3.492 -0.43
N -1.120682 0.025292 0.668997 -3.335 4.385 -0.510 -0.01
N 1.324678 -0.852977 -0.692025 -0.461 -0.276 -1.270 -0.68
O -0.698579 -0.978217 1.293344 0.866 -2.277 0.280 -0.60
O 0.787164 0.881302 1.458624 1.787 -0.714 0.057 -0.53
H -1.372846 1.085566 -1.180935 -0.931 1.045 -0.604 0.21
H 0.454579 0.158573 -2.307032 -0.489 -1.042 2.737 0.38
H -2.104443 0.421549 0.921546 1.548 -1.392 -0.529 0.37
H 1.989951 -0.245452 -0.250358 -0.102 -0.425 0.508 0.38
H 1.031829 -1.768365 -0.389725 0.645 0.229 0.562 0.39
H 0.681704 -0.162495 1.385354 -0.333 0.712 0.960 0.46
```
Forces are in eV/Å.

Summary:
- HOMO (alpha / beta) (eV) = -6.945 / -8.146
- net charge = 0
- E_tot (hartree) = -410.89816
- ΔE to the lowest compared entry with this formula, charge and spin (kcal/mol) = 182.2
- Kohn-Sham gap (alpha / beta) (eV) = 7.7057 / 8.8473

(2)
ORCA calculation (ωB97M-V/def2-TZVPD) on an isolated ion of composition CH6N4O3P and charge -1 in a non-equilibrium geometry.

The geometry in XYZ format:
```
15
Properties=species:S:1:pos:R:3:forces:R:3:nbo_charge:R:1
C -0.994115 -0.727205 0.022814 -1.381 1.297 1.125 0.59
N -2.260157 -0.420947 0.071759 -0.155 -0.706 -0.566 -0.88
N -0.664089 -2.049022 0.176369 0.380 2.103 0.450 -0.85
N -0.011034 0.229088 -0.053606 -0.196 -1.349 -0.613 -0.62
N -0.391580 1.582913 0.099512 0.720 -0.627 -3.002 -0.67
O 1.966023 -1.391038 -0.641807 0.079 1.262 0.878 -1.14
O 2.118114 0.275619 1.489762 -0.342 -0.781 -2.470 -1.15
O 2.029326 1.188367 -0.948335 1.750 -1.458 -0.552 -1.03
P 1.725818 -0.073337 0.049291 -0.515 1.277 1.181 2.43
H -2.416140 0.539288 -0.181952 -0.168 0.120 0.167 0.30
H -1.443471 -2.531955 -0.207436 0.243 -1.230 -0.318 0.40
H 0.333581 -2.128918 0.033702 0.166 -1.384 -0.668 0.43
H -0.297339 1.716679 1.031547 -0.378 1.199 3.622 0.36
H 1.609166 1.985011 -0.658122 -0.579 0.536 0.521 0.50
H -1.304097 1.805460 -0.283495 0.375 -0.262 0.246 0.35
```
Forces are in eV/Å.

Summary:
- HOMO (eV) = -4.734
- net charge = -1
- SMILES = [H]/N=C(/N)N(N)[P@](=O)([O-])O
- E_tot (hartree) = -827.96328
- ΔE to the lowest compared entry with this formula, charge and spin (kcal/mol) = 0.0
- Kohn-Sham gap (eV) = 8.6850

(3)
ORCA calculation (ωB97M-V/def2-TZVPD) on a 2-piece molecular cluster, CH6N4S overall in a non-equilibrium geometry.

The geometry in XYZ format:
```
12
Properties=species:S:1:pos:R:3:forces:R:3:nbo_charge:R:1
C -0.715863 -1.093163 -0.086513 1.371 1.865 -0.853 0.30
N 1.133200 3.026058 -0.843900 0.180 -1.494 -1.882 -0.34
N -1.564711 -2.000875 -0.610166 1.193 -4.123 2.279 -0.82
N 0.460625 -1.227063 0.393033 -0.596 0.314 1.466 -0.76
N 1.295322 1.990070 -0.210396 0.504 0.203 -0.980 -0.26
S 1.175424 1.827020 1.461416 0.122 -0.588 0.732 0.11
H -1.006645 0.010080 -0.267052 0.137 -1.811 -0.084 0.17
H 0.794282 3.862224 -0.435325 -0.379 1.231 1.795 0.29
H -1.567891 -3.069869 -0.405562 0.505 2.972 -0.396 0.40
H -2.281155 -1.724577 -1.168577 -2.366 1.113 -1.543 0.39
H 1.565264 0.506078 1.335600 -0.558 0.788 0.283 0.19
H 0.712149 -2.105981 0.837444 -0.113 -0.470 -0.817 0.34
```
Forces are in eV/Å.

Summary:
- HOMO (eV) = -8.572
- net charge = 0
- SMILES = [H]/N=C\N.[H]/N=N\S
- E_tot (hartree) = -658.80584
- ΔE to the lowest compared entry with this formula, charge and spin (kcal/mol) = 41.1
- Kohn-Sham gap (eV) = 9.4699

(4)
ORCA calculation (ωB97M-V/def2-TZVPD) on a 2-piece molecular cluster, CH6NO overall in a non-equilibrium geometry.

The geometry in XYZ format:
```
9
Properties=species:S:1:pos:R:3:forces:R:3:nbo_charge:R:1
C 0.242097 0.333517 -0.498552 -1.927 0.873 0.751 0.18
N 1.039710 -0.194412 -1.335242 -0.145 0.585 -0.744 -0.60
H 0.503538 0.985334 0.340918 0.755 -0.476 -0.437 0.26
H -0.880235 0.241848 -0.550555 1.564 -0.338 -0.662 0.25
H 0.674766 -0.599696 -2.191755 -0.131 -0.458 0.204 0.44
H 2.033728 0.009792 -1.389063 0.044 -0.075 0.549 0.45
H -0.871634 -0.739957 2.442052 -0.362 0.157 0.064 0.51
H -1.780162 0.240860 1.579703 0.131 -0.403 0.606 0.50
O -0.961807 -0.277284 1.602492 0.070 0.134 -0.332 -0.98
```
Forces are in eV/Å.

Summary:
- HOMO (eV) = -16.288
- net charge = +1
- E_tot (hartree) = -171.40403
- ΔE to the lowest compared entry with this formula, charge and spin (kcal/mol) = 14.4
- Kohn-Sham gap (eV) = 11.0487

(5)
ORCA calculation (ωB97M-V/def2-TZVPD) on a 2-piece molecular cluster, CH6NO overall in a non-equilibrium geometry.

The geometry in XYZ format:
```
9
Properties=species:S:1:pos:R:3:forces:R:3:nbo_charge:R:1
C -0.640242 0.168909 0.022425 -1.059 -0.116 -1.132 0.19
N -1.015503 1.326303 0.411424 0.825 -0.274 1.472 -0.59
H -0.758894 -0.744671 0.591113 -0.316 0.375 0.421 0.24
H -0.331502 0.004347 -0.990639 0.397 0.369 -0.248 0.25
H -0.735562 2.204616 -0.015229 -0.342 -0.185 -0.643 0.45
H -1.350009 1.427961 1.367114 -0.062 0.073 -0.038 0.44
H 1.754664 -1.130364 0.437711 0.489 -0.035 0.267 0.48
H 1.492802 -2.172985 -0.635601 0.011 0.219 -0.085 0.50
O 1.369097 -1.233200 -0.432102 0.057 -0.428 -0.015 -0.96
```
Forces are in eV/Å.

Summary:
- HOMO (eV) = -16.349
- net charge = +1
- E_tot (hartree) = -171.40247
- ΔE to the lowest compared entry with this formula, charge and spin (kcal/mol) = 15.4
- Kohn-Sham gap (eV) = 10.8383

(6)
ORCA calculation (ωB97M-V/def2-TZVPD) on a 2-piece molecular cluster, CH6NO overall in a non-equilibrium geometry.

The geometry in XYZ format:
```
9
Properties=species:S:1:pos:R:3:forces:R:3:nbo_charge:R:1
C -0.777829 -0.636642 0.083764 -0.519 -1.767 -1.590 0.17
N -1.062095 0.581566 -0.081077 -4.278 0.684 -0.522 -0.60
O 1.565872 0.191018 0.104954 0.104 -2.223 0.847 -0.98
H 0.028220 -0.814907 0.800280 -0.572 -0.635 -0.612 0.25
H -1.299177 -1.382516 -0.636946 0.684 0.925 2.034 0.25
H -2.066102 0.911759 -0.375837 2.766 -0.783 -0.126 0.47
H -0.490835 1.240030 0.367102 0.821 1.347 0.959 0.44
H 2.174439 0.648810 -0.440268 1.180 0.793 -0.838 0.50
H 1.927505 -0.739122 0.178027 -0.186 1.659 -0.153 0.50
```
Forces are in eV/Å.

Summary:
- HOMO (eV) = -16.680
- net charge = +1
- E_tot (hartree) = -171.38297
- ΔE to the lowest compared entry with this formula, charge and spin (kcal/mol) = 27.6
- Kohn-Sham gap (eV) = 11.1708

(7)
ORCA calculation (ωB97M-V/def2-TZVPD) on a 2-piece molecular cluster, CH6NO2 overall.

The geometry in XYZ format:
```
10
Properties=species:S:1:pos:R:3:forces:R:3:nbo_charge:R:1
N -1.331503 -0.745165 -1.498902 0.544 0.663 -0.287 -0.87
H -2.282405 -0.905965 -1.156827 0.122 -0.041 -0.267 0.46
H -1.250636 0.154971 -1.986148 -0.454 0.071 0.241 0.46
H -0.683322 -0.628191 -0.696618 -0.099 -0.154 -0.126 0.48
H -1.010885 -1.429645 -2.185055 -0.179 -0.431 0.380 0.45
O -0.130061 1.067793 0.247959 -0.023 -0.137 -0.052 -0.60
C 0.763404 0.601896 0.898942 0.156 -0.038 0.021 0.66
O 1.116627 -0.678066 0.699869 0.031 -0.035 0.227 -0.70
H 1.335417 1.161597 1.648673 -0.022 -0.086 0.002 0.15
H 1.785148 -1.000434 1.327352 -0.077 0.188 -0.139 0.52
```
Forces are in eV/Å.

Summary:
- HOMO (eV) = -15.681
- net charge = +1
- E_tot (hartree) = -246.69878
- ΔE to the lowest compared entry with this formula, charge and spin (kcal/mol) = 3.1
- Kohn-Sham gap (eV) = 11.9096

(8)
ORCA calculation (ωB97M-V/def2-TZVPD) on a 3-piece molecular cluster, CH6NO4 overall in a non-equilibrium geometry.

The geometry in XYZ format:
```
12
Properties=species:S:1:pos:R:3:forces:R:3:nbo_charge:R:1
N -0.263447 -0.707544 1.872296 -0.154 -0.564 -0.031 -0.91
C -0.881698 -0.368364 0.651894 0.010 -0.205 0.965 0.86
O -0.785502 0.829423 0.284120 0.151 0.353 -0.119 -0.83
O -1.445981 -1.304177 0.060365 -0.201 -0.273 -0.190 -0.80
H 0.190669 -0.054473 2.484682 -0.189 0.078 -0.209 0.37
H -0.458204 -1.648748 2.174374 0.209 0.260 0.152 0.37
H -0.420043 0.101692 -1.307413 0.138 0.282 -0.235 0.51
H -0.136418 -1.080644 -2.197393 0.140 0.170 0.063 0.47
O 0.153335 -0.170264 -2.061118 -0.318 -0.295 -0.392 -1.01
H 1.032301 1.398653 0.037997 0.522 0.560 -0.391 0.49
H 1.305339 1.290618 -1.380988 0.255 -0.163 -0.524 0.48
O 1.709650 1.713827 -0.618816 -0.561 -0.202 0.910 -1.00
```
Forces are in eV/Å.

Summary:
- HOMO (eV) = -4.983
- net charge = -1
- E_tot (hartree) = -397.52622
- ΔE to the lowest compared entry with this formula, charge and spin (kcal/mol) = 5.2
- Kohn-Sham gap (eV) = 9.2107